Record 1
Entry from the Open Molecules 2025 dataset: a gas-phase ion, C3H10N5 (charge +1) at a distorted geometry (the ωB97M-V functional and the def2-TZVPD basis).

Geometry as XYZ:
```
18
Properties=species:S:1:pos:R:3:forces:R:3
C -1.698 0.190 -0.043 1.4 1.1 -0.4
C 0.759 0.394 -0.165 -3.9 2.7 -0.6
C 1.459 0.582 1.159 -0.4 -0.6 1.5
N -0.767 1.078 -0.268 2.8 -1.9 0.2
N -1.272 -1.101 0.198 0.8 -1.4 0.4
N -2.992 0.570 -0.020 -1.4 0.4 -0.1
N 1.416 0.673 -1.313 -1.1 -0.2 -0.1
N 0.062 -1.267 -0.318 -2.3 -0.9 -2.0
H 0.752 0.270 2.121 2.0 0.6 -2.7
H 1.752 1.705 1.315 -0.6 -2.2 -0.6
H 2.381 -0.075 1.002 -0.9 1.0 1.1
H -1.779 -1.979 0.373 0.0 1.1 -0.3
H -3.037 1.636 -0.012 -0.5 -2.3 -0.3
H -3.808 -0.059 -0.322 2.0 1.7 0.7
H 2.410 0.745 -1.510 -0.5 -0.1 0.5
H 0.723 0.784 -2.051 0.9 0.3 -0.2
H -0.115 -1.709 -1.310 1.3 1.5 1.9
H 0.564 -1.958 0.194 0.5 -0.6 0.9
```
Forces are in eV/Å.

## Properties
HOMO level = -0.4811 hartree
molar mass = 116.148 u
SMILES = C[C@]1(N)N=C(N)N[NH2+]1
Kohn-Sham gap = 0.3633 hartree
relative energy (zero: lowest compared OMol25 entry of this formula, charge and spin) = 57.4 kcal/mol
maximum force = 0.092 Eh/bohr
total charge = +1

Results of the Mulliken charge analysis, in e, for atoms 1 through 8: number 1, C, carries 0.4325; number 2, C, carries 0.7024; number 3, C, carries -1.0118; number 4, N, carries -0.6915; number 5, N, carries -0.2946; number 6, N, carries -0.4256; number 7, N, carries -0.3924; number 8, N, carries -0.3199


Record 2
Entry from the Open Molecules 2025 dataset: a molecular structure, C30H43BrN2P2STi at a distorted geometry (the ωB97M-V functional and the def2-TZVPD basis).

Geometry as XYZ:
```
80
Properties=species:S:1:pos:R:3:forces:R:3
C -0.215 6.644 -5.087 0.3 -0.4 -0.3
C -0.332 5.246 -5.360 0.0 1.7 -1.9
C -0.755 4.877 -6.693 0.6 0.2 0.5
C -0.903 5.886 -7.667 0.2 0.0 1.2
N -0.708 7.181 -7.375 0.1 0.1 0.0
C -0.388 7.571 -6.132 -0.2 -0.9 0.1
C -0.038 4.310 -4.341 -1.7 -1.7 2.4
C -0.456 3.517 -3.409 -1.5 1.3 -3.8
C -1.166 2.294 -3.043 -2.6 0.0 -0.7
C -0.504 1.043 -3.323 -1.6 -0.5 0.3
C -0.756 -0.065 -2.470 -1.9 0.1 -0.9
C -1.960 -0.130 -1.697 1.4 3.6 0.4
C -2.839 1.003 -1.868 0.6 0.2 0.2
C -2.431 2.209 -2.416 0.7 -0.5 0.1
Ti 0.823 2.406 -2.546 4.9 -1.3 4.1
P 2.038 -0.460 -1.382 1.6 -1.0 0.7
H -0.918 3.834 -6.987 0.2 0.4 0.3
H 0.054 7.001 -4.089 0.0 -0.2 -0.3
H -1.162 5.632 -8.709 0.1 0.2 0.7
H -0.238 8.650 -5.943 -0.2 -0.7 -0.2
H -3.025 3.115 -2.425 -0.3 -0.2 0.3
H -0.156 0.894 -4.330 0.8 -0.1 -0.4
H -3.806 0.947 -1.427 -0.6 0.0 0.3
H -0.296 -0.986 -2.737 0.6 -0.3 0.2
C 1.870 -2.137 -0.466 -0.7 0.8 -0.1
C 2.764 -3.327 -0.840 0.1 -0.2 0.0
H 0.805 -2.397 -0.608 0.4 -0.1 0.3
H 2.008 -1.886 0.598 -0.2 0.0 -0.3
H 2.650 -4.098 -0.063 0.0 0.2 -0.2
H 2.470 -3.807 -1.784 0.1 0.3 0.2
H 3.838 -3.094 -0.895 -0.5 0.0 0.0
C 2.729 -1.112 -2.947 -0.3 -0.4 0.2
C 3.091 -0.058 -3.958 0.4 -0.1 -0.1
H 1.988 -1.810 -3.351 0.1 0.2 0.0
H 3.586 -1.735 -2.693 0.1 0.1 -0.2
H 3.393 -0.542 -4.880 0.1 0.2 -0.3
H 2.263 0.606 -4.196 -0.4 0.2 -0.1
H 3.914 0.563 -3.624 0.3 0.1 0.1
C 3.568 0.184 -0.524 -0.3 0.1 -0.2
C 4.883 -0.608 -0.555 0.1 0.2 0.2
H 3.252 0.349 0.522 0.2 0.0 -0.6
H 3.702 1.184 -0.970 0.2 -0.1 0.3
H 5.643 -0.001 -0.043 -0.1 -0.2 -0.2
H 4.822 -1.562 -0.013 0.0 0.4 -0.2
H 5.251 -0.788 -1.573 -0.1 0.0 0.2
Br -1.960 -0.791 0.110 0.2 -0.1 0.1
P -2.060 -2.852 -4.006 -0.5 -1.1 -0.5
C -0.253 -3.046 -3.677 -0.2 0.5 0.0
C 0.216 -4.483 -3.821 0.1 0.1 -0.2
H -0.064 -2.719 -2.643 0.3 0.0 -0.3
H 0.240 -2.376 -4.398 0.2 -0.2 0.3
H 1.300 -4.522 -3.721 0.1 -0.1 0.0
H -0.227 -5.109 -3.049 0.0 -0.1 0.0
H -0.054 -4.884 -4.796 0.0 -0.1 0.0
C -2.754 -2.521 -2.353 0.1 0.5 -0.7
C -4.172 -3.022 -2.190 -0.4 0.4 0.3
H -2.708 -1.355 -2.128 -0.4 -2.1 -0.7
H -2.077 -3.014 -1.642 -0.2 0.2 0.0
H -4.457 -2.905 -1.141 -0.2 -0.1 -0.1
H -4.901 -2.467 -2.805 0.3 -0.2 0.1
H -4.225 -4.078 -2.464 -0.1 0.1 0.1
C -2.365 -1.369 -5.090 0.2 -0.2 0.5
C -3.091 -1.785 -6.382 0.2 0.3 0.1
H -1.378 -0.920 -5.298 -0.5 0.1 -0.1
H -2.966 -0.673 -4.486 0.1 0.1 -0.3
H -3.412 -0.885 -6.909 0.1 -0.1 -0.2
H -2.425 -2.367 -7.034 -0.3 0.1 0.2
H -3.995 -2.370 -6.182 0.3 0.0 0.1
S 0.737 2.496 0.234 -0.1 0.5 0.0
C 0.708 1.676 1.775 -1.3 0.1 0.6
N -0.517 1.573 2.441 0.2 -0.9 0.2
C -0.701 0.834 3.597 1.0 0.2 -0.5
C 0.397 0.190 4.173 -1.1 0.3 -0.2
C 1.660 0.342 3.591 -0.5 0.7 -0.3
C 1.812 1.160 2.477 -0.3 -0.2 -0.3
H -1.362 1.978 2.008 0.9 -0.2 0.1
H -1.727 0.769 3.999 0.8 0.2 -0.3
H 0.254 -0.389 5.087 0.0 0.1 -0.4
H 2.513 -0.168 4.014 0.1 0.1 0.1
H 2.775 1.397 2.065 0.3 -0.2 0.0
```
Forces are in eV/Å.

## Properties
HOMO level (alpha / beta) = -0.4592 / -0.4586 hartree
molar mass = 653.474 u
2S+1 = 3
Kohn-Sham gap (alpha / beta) = 0.2023 / 0.1801 hartree
⟨S²⟩ = 2.080
maximum force = 0.127 Eh/bohr
total charge = +2

Results of the Mulliken charge analysis, in e, for atoms 1 through 8: number 1, C, carries -0.4047; number 2, C, carries 0.2593; number 3, C, carries -0.3622; number 4, C, carries -0.3497; number 5, N, carries -0.5029; number 6, C, carries -0.3324; number 7, C, carries -0.1819; number 8, C, carries 0.1713


Record 3
Entry from the Open Molecules 2025 dataset: a molecular structure, C18H49LiO9 at a distorted geometry (the ωB97M-V functional and the def2-TZVPD basis).

Geometry as XYZ:
```
77
Properties=species:S:1:pos:R:3:forces:R:3
Li -29.821 16.823 9.047 0.6 0.0 -0.5
C -23.826 18.118 6.375 -2.0 -0.6 -0.9
C -25.345 17.888 6.035 -0.9 -1.6 1.0
O -26.004 16.973 6.866 0.2 1.0 0.1
H -23.344 17.188 6.074 0.4 0.2 0.0
H -23.696 18.246 7.450 0.0 0.3 -0.1
H -23.555 18.971 5.752 0.8 0.0 0.3
H -25.520 17.519 5.025 1.0 -0.5 -0.9
H -25.902 18.808 5.857 0.0 1.1 0.9
C -26.968 13.998 -0.417 -0.8 -1.5 1.4
C -26.535 12.574 0.212 0.5 2.2 -1.4
C -25.505 11.879 -0.636 0.8 -0.1 0.0
O -25.992 12.920 1.476 -0.4 -0.8 0.3
H -27.734 13.938 -1.190 0.4 0.0 -0.3
H -26.154 14.687 -0.644 0.3 -0.5 -0.4
H -27.461 14.432 0.452 -0.3 0.3 -0.1
H -27.404 11.919 0.273 -0.1 0.3 0.7
H -24.952 11.100 -0.111 -0.6 -0.4 0.2
H -24.679 12.557 -0.848 -0.2 0.4 -0.6
H -25.967 11.480 -1.539 0.3 0.1 -0.1
H -25.397 13.654 1.303 0.2 0.1 0.2
C -19.545 14.415 3.931 -0.1 1.8 0.2
C -20.726 14.410 2.958 -0.5 2.4 1.6
C -20.894 15.622 1.973 0.8 -1.0 1.0
O -20.660 13.216 2.377 -0.5 -3.5 -2.7
H -19.717 13.727 4.759 0.0 0.0 -0.2
H -19.411 15.424 4.320 0.1 0.1 0.4
H -18.598 14.184 3.443 -0.1 -0.2 -0.2
H -21.641 14.378 3.550 -0.1 0.1 0.2
H -19.900 15.788 1.557 0.0 0.5 -0.2
H -21.258 16.474 2.546 0.3 0.2 -0.2
H -21.591 15.414 1.161 0.0 -0.2 0.2
H -19.922 13.195 1.763 0.1 -0.1 -0.1
C -24.648 24.756 10.990 0.9 0.5 -0.1
C -25.421 23.467 11.181 -0.1 1.2 1.2
C -24.922 22.265 10.475 0.6 0.9 -0.6
O -25.250 23.226 12.586 -1.2 -0.1 0.0
H -24.315 25.039 9.992 -0.5 -0.3 -0.3
H -23.723 24.695 11.563 0.1 -0.3 0.1
H -25.170 25.602 11.436 -0.3 -0.1 -0.1
H -26.458 23.701 10.940 -0.4 -0.2 0.2
H -23.859 22.386 10.685 0.4 -0.7 -0.9
H -25.268 22.468 9.461 0.8 -0.9 -0.5
H -25.219 21.290 10.862 -0.4 0.2 0.0
H -25.962 22.589 12.688 0.1 -0.3 1.1
C -17.938 23.576 4.470 0.7 1.9 0.4
C -19.194 23.253 5.296 3.3 -1.7 0.2
C -19.064 23.146 6.779 1.1 -0.8 1.8
O -20.097 24.206 5.095 -3.0 2.3 -2.3
H -17.054 22.974 4.681 -0.4 -0.6 -0.3
H -17.552 24.580 4.644 -0.1 0.4 0.9
H -18.131 23.746 3.410 -0.3 -1.1 -0.2
H -19.335 22.230 4.948 -1.4 -0.2 -0.4
H -19.560 22.238 7.121 0.2 -0.1 0.2
H -19.534 23.959 7.333 0.0 0.3 -0.3
H -18.032 23.141 7.129 0.1 -0.3 0.0
H -20.859 24.112 5.672 0.0 -0.1 0.0
C -22.666 13.642 11.004 -0.4 -1.0 0.4
C -23.057 15.024 11.599 -0.3 -0.8 -0.9
O -24.461 15.224 11.405 0.5 0.2 0.3
O -22.705 13.517 9.566 0.2 1.0 1.2
H -23.358 12.864 11.328 -0.6 0.4 0.2
H -21.755 13.202 11.409 0.7 0.7 -0.1
H -22.532 15.846 11.113 0.4 0.0 -0.3
H -22.803 15.125 12.654 -0.3 -0.4 0.1
H -24.534 15.464 10.479 -0.4 0.0 -0.2
H -22.172 14.270 9.300 0.1 0.0 -0.8
C -32.072 17.045 4.032 2.6 -0.2 -0.4
C -31.807 15.516 3.737 -1.4 0.0 1.8
O -30.596 15.058 4.299 -0.1 0.3 -0.3
O -31.618 17.418 5.379 -0.9 -1.3 0.0
H -33.043 17.450 3.749 -0.1 -0.4 0.3
H -31.289 17.503 3.428 -0.4 0.5 -0.7
H -31.938 15.163 2.715 0.4 1.0 -0.6
H -32.586 14.912 4.204 -0.2 0.1 0.6
H -29.997 15.805 4.371 0.3 0.0 0.0
H -31.547 18.368 5.495 -0.2 0.1 -0.6
```
Forces are in eV/Å.

## Properties
HOMO level = -0.2005 hartree
molar mass = 416.522 u
Kohn-Sham gap = 0.1174 hartree
maximum force = 0.087 Eh/bohr

Results of the Mulliken charge analysis, in e, for atoms 1 through 8: number 1, Li, carries 0.8035; number 2, C, carries -0.6489; number 3, C, carries -0.3747; number 4, O, carries -0.8683; number 5, H, carries 0.1110; number 6, H, carries 0.2187; number 7, H, carries 0.2620; number 8, H, carries 0.2296


Among the records above, which one has the highest molar mass?
C30H43BrN2P2STi


The lowest molar mass belongs to which entry?
C3H10N5